Entry from the Open Molecules 2025 dataset: a 9-piece molecular cluster, C23H63BClNO9P overall in a non-equilibrium geometry (ωB97M-V/def2-TZVPD).

Results
- orbital gap (eV) = 7.081
- 2S+1 = 1
- energy relative to the best compared isomer or geometry (same formula, charge and spin) (eV) = 5.689
- total charge = +1
- strongest force on any atom (hartree/bohr) = 0.204

Bonds (Å) are listed after each position.
CARTESIAN COORDINATES (ANGSTROEM)
1 C 2.215 2.379 1.031  C2 1.425, H13 1.194
2 C 0.980 1.716 0.774  C1 1.425, C3 1.661
3 C -0.391 0.802 0.563  C2 1.661, P4 1.948, H14 1.179, H15 1.171
4 P 0.033 -1.072 0.882  C3 1.948, Cl5 2.149, C6 1.909, B9 1.953
5 Cl 1.410 -1.061 2.531  P4 2.149
6 C 0.733 -1.857 -0.711  P4 1.909, N7 1.512, H16 1.191, H17 1.193
7 N 2.239 -1.817 -0.843  C6 1.512, C8 1.539, H18 1.064
8 C 2.910 -2.895 0.025  N7 1.539, H19 1.170, H20 1.176, H21 1.191
9 B -1.597 -2.067 1.295  P4 1.953, O10 1.488, C11 1.658
10 O -1.416 -3.370 1.989  B9 1.488, H22 1.022
11 C -3.111 -1.534 0.883  B9 1.658, C12 1.663, H23 1.173, H24 1.187
12 C -3.568 -2.013 -0.643  C11 1.663, H25 1.185, H26 1.189, H27 1.193
13 H 3.374 2.572 1.242  C1 1.194
14 H -1.153 1.145 1.395  C3 1.179
15 H -0.870 0.929 -0.498  C3 1.171
16 H 0.244 -1.273 -1.628  C6 1.191
17 H 0.340 -2.979 -0.821  C6 1.193
18 H 2.426 -2.165 -1.831  N7 1.064
19 H 3.256 -3.833 -0.583  C8 1.170
20 H 2.202 -3.271 0.886  C8 1.176
21 H 3.903 -2.377 0.431  C8 1.191
22 H -0.746 -3.214 2.744  O10 1.022
23 H -3.247 -0.373 0.987  C11 1.173
24 H -3.898 -2.033 1.617  C11 1.187
25 H -3.998 -1.117 -1.288  C12 1.185
26 H -2.664 -2.549 -1.200  C12 1.189
27 H -4.443 -2.816 -0.543  C12 1.193
28 C 5.719 6.074 1.539  C29 1.515, H31 1.095, H32 1.094, H33 1.095
29 C 4.857 4.884 1.170  C28 1.515, O30 1.420, H34 1.094, H35 1.094
30 O 5.118 3.804 2.055  C29 1.420, H36 0.973
31 H 6.781 5.809 1.491  C28 1.095
32 H 5.534 6.914 0.863  C28 1.094
33 H 5.517 6.395 2.566  C28 1.095
34 H 5.078 4.552 0.151  C29 1.094
35 H 3.794 5.137 1.228  C29 1.094
36 H 4.911 4.106 2.956  O30 0.973
37 C -1.626 3.767 4.970  C38 1.515, H40 1.095, H41 1.094, H42 1.095
38 C -1.311 3.562 3.503  C37 1.515, O39 1.420, H43 1.094, H44 1.094
39 O -1.928 2.371 3.036  C38 1.420, H45 0.973
40 H -1.272 2.916 5.562  C37 1.095
41 H -1.154 4.679 5.347  C37 1.094
42 H -2.707 3.838 5.129  C37 1.095
43 H -0.232 3.470 3.352  C38 1.094
44 H -1.673 4.403 2.903  C38 1.094
45 H -2.887 2.467 3.167  O39 0.973
46 C 7.009 -5.986 -1.771  C47 1.515, H49 1.095, H50 1.094, H51 1.095
47 C 5.709 -5.853 -1.006  C46 1.515, O48 1.420, H52 1.094, H53 1.094
48 O 4.893 -4.857 -1.605  C47 1.420, H54 0.973
49 H 7.547 -5.032 -1.784  C46 1.095
50 H 7.651 -6.747 -1.319  C46 1.094
51 H 6.819 -6.259 -2.814  C46 1.095
52 H 5.902 -5.559 0.030  C47 1.094
53 H 5.159 -6.800 -0.999  C47 1.094
54 H 4.721 -5.132 -2.522  O48 0.973
55 C -0.982 4.176 -2.131  C56 1.515, H58 1.095, H59 1.094, H60 1.095
56 C -1.018 5.419 -1.266  C55 1.515, O57 1.420, H61 1.094, H62 1.094
57 O -1.692 5.143 -0.047  C56 1.420, H63 0.973
58 H -1.997 3.827 -2.345  C55 1.095
59 H -0.469 4.374 -3.077  C55 1.094
60 H -0.467 3.360 -1.614  C55 1.095
61 H -1.553 6.226 -1.777  C56 1.094
62 H -0.006 5.768 -1.037  C56 1.094
63 H -1.205 4.432 0.403  O57 0.973
64 C 2.986 -5.709 2.522  C65 1.515, H67 1.095, H68 1.094, H69 1.095
65 C 4.014 -6.819 2.600  C64 1.515, O66 1.420, H70 1.094, H71 1.094
66 O 5.186 -6.444 1.891  C65 1.420, H72 0.973
67 H 2.730 -5.494 1.480  C64 1.095
68 H 2.074 -5.984 3.060  C64 1.094
69 H 3.382 -4.783 2.951  C64 1.095
70 H 3.622 -7.736 2.151  C65 1.094
71 H 4.285 -7.031 3.638  C65 1.094
72 H 5.531 -5.633 2.302  O66 0.973
73 C -5.848 6.731 0.541  C74 1.515, H76 1.095, H77 1.094, H78 1.095
74 C -5.746 6.167 -0.861  C73 1.515, O75 1.420, H79 1.094, H80 1.094
75 O -4.571 6.653 -1.494  C74 1.420, H81 0.973
76 H -5.872 7.825 0.515  C73 1.095
77 H -6.751 6.370 1.041  C73 1.094
78 H -4.976 6.445 1.138  C73 1.095
79 H -6.608 6.473 -1.461  C74 1.094
80 H -5.709 5.074 -0.843  C74 1.094
81 H -3.810 6.368 -0.958  O75 0.973
82 C 1.891 -2.765 -5.420  C83 1.515, H85 1.095, H86 1.094, H87 1.095
83 C 0.744 -3.094 -4.487  C82 1.515, O84 1.420, H88 1.094, H89 1.094
84 O 0.217 -1.900 -3.927  C83 1.420, H90 0.973
85 H 2.683 -2.232 -4.884  C82 1.095
86 H 2.311 -3.676 -5.857  C82 1.094
87 H 1.556 -2.108 -6.229  C82 1.095
88 H 1.087 -3.733 -3.668  C83 1.094
89 H -0.058 -3.616 -5.019  C83 1.094
90 H -0.093 -1.343 -4.662  O84 0.973
91 C -7.490 -1.850 -1.704  C92 1.515, H94 1.095, H95 1.094, H96 1.095
92 C -7.526 -0.606 -0.840  C91 1.515, O93 1.420, H97 1.094, H98 1.094
93 O -8.200 -0.883 0.379  C92 1.420, H99 0.973
94 H -8.505 -2.199 -1.918  C91 1.095
95 H -6.978 -1.652 -2.650  C91 1.094
96 H -6.975 -2.666 -1.187  C91 1.095
97 H -8.061 0.200 -1.351  C92 1.094
98 H -6.514 -0.258 -0.611  C92 1.094
99 H -7.713 -1.594 0.829  O93 0.973